--- P ---
CH2NO2 | ωB97M-V/def2-TZVPD

CARTESIAN COORDINATES (ANGSTROEM)
O  1.486  0.956  1.396
C  0.328  0.659  0.666
N  -0.909  -0.125  -0.441
O  -0.367  -1.232  -1.310
H  -0.543  1.327  1.119
H  0.295  -1.679  -0.845

Properties
Kohn-Sham gap (alpha / beta) ... 7.4 / 7.4 eV
Total charge ... -1
E_HOMO (alpha / beta) ... -2.7 / -2.7 eV
SMILES ... [O-]/C=N\O



--- Q ---
CH2NO2 | ωB97M-V/def2-TZVPD

CARTESIAN COORDINATES (ANGSTROEM)
N  0.490  -0.650  0.104
C  -0.264  0.536  -0.240
O  -0.843  0.559  -1.312
O  0.072  1.539  0.566
H  0.497  -0.512  1.077
H  0.048  -1.471  -0.195

Properties
Kohn-Sham gap ... 8.4 eV
Total charge ... -1
E_HOMO ... -3.7 eV
SMILES ... NC(=O)[O-]



Stability order, top to bottom: Q, P